No. 1
{"formula": "C10H15N2", "method": "ωB97M-V with the def2-TZVPD basis set", "elements": ["C", "C", "N", "C", "C", "C", "C", "C", "C", "C", "C", "N", "H", "H", "H", "H", "H", "H", "H", "H", "H", "H", "H", "H", "H", "H", "H"], "coordinates": [[2.329, 1.596, 1.191], [1.177, 1.126, 0.227], [1.628, 1.535, -1.163], [0.743, -0.295, 0.174], [1.683, -1.344, 0.148], [1.265, -2.666, 0.125], [-0.052, -3.039, -0.145], [-0.970, -1.958, -0.109], [-0.637, -0.659, 0.155], [-1.755, 0.324, 0.116], [-3.078, 0.097, -0.159], [-4.019, 1.088, -0.255], [3.334, 1.335, 0.890], [2.211, 1.024, 2.200], [2.343, 2.652, 1.318], [0.305, 1.678, 0.589], [2.186, 0.886, -1.677], [1.992, 2.378, -0.926], [0.614, 1.612, -1.691], [2.698, -1.056, 0.171], [1.989, -3.462, 0.103], [-0.425, -4.066, -0.320], [-1.998, -2.049, -0.369], [-1.382, 1.375, 0.262], [-3.321, -0.883, -0.499], [-4.938, 0.827, -0.559], [-3.923, 1.945, 0.201]], "atomic_forces_ev_per_a": [[-0.63, -2.93, 1.38], [1.21, -0.67, 1.91], [-6.98, -1.57, -0.98], [-0.34, -1.64, 0.66], [-1.87, 0.68, 0.30], [0.40, -1.12, -1.11], [-1.25, 1.89, 0.64], [0.69, -2.09, -0.27], [0.01, 1.57, -0.91], [0.57, 1.25, 0.26], [2.14, 1.59, -0.13], [-0.20, -2.19, -0.74], [0.25, -0.38, -0.52], [-0.03, 1.39, -1.66], [-0.38, 0.93, 0.34], [0.28, 0.49, -0.97], [0.82, -0.56, -0.06], [1.90, 3.62, -0.64], [3.40, 0.13, 0.99], [1.20, -0.17, 0.19], [0.42, -0.01, 0.20], [0.63, 0.76, 0.15], [-0.46, -1.01, 0.10], [-1.13, -0.91, 0.02], [-0.87, -0.38, 0.03], [-0.07, 0.12, 0.15], [0.27, 1.21, 0.68]], "lowdin_charge": [-0.021, -0.300, 0.246, -0.175, -0.032, -0.077, -0.015, -0.038, -0.184, -0.061, -0.160, 0.092, 0.075, 0.142, 0.068, 0.123, 0.161, 0.100, 0.263, 0.100, 0.105, 0.127, 0.086, 0.094, 0.102, 0.101, 0.080], "orbital_gap_ev": 7.39, "total_charge": 1, "de_lowest_ev": 2.636, "smiles": "C[C@@H]([NH3+])c1ccccc1/C=C/N"}

No. 2
{"formula": "C5H13N2", "method": "ωB97M-V with the def2-TZVPD basis set", "elements": ["C", "C", "C", "C", "C", "N", "N", "H", "H", "H", "H", "H", "H", "H", "H", "H", "H", "H", "H", "H"], "coordinates": [[0.005, 0.691, 0.443], [-1.381, -0.723, -0.838], [-2.396, 0.759, 0.584], [2.175, 0.620, -0.827], [1.378, -1.422, 0.402], [-1.306, 0.297, -0.113], [1.135, -0.061, -0.078], [0.405, 1.806, 0.298], [-0.098, 0.591, 1.556], [-2.325, -1.199, -0.926], [-0.484, -1.270, -1.088], [-2.417, 1.853, 0.695], [-3.291, 0.548, -0.050], [-2.713, 0.494, 1.599], [3.040, 0.983, -0.169], [2.554, -0.059, -1.593], [1.573, 1.413, -1.325], [0.434, -1.965, 0.392], [1.962, -1.863, -0.389], [1.750, -1.494, 1.428]], "atomic_forces_ev_per_a": [[0.24, 2.59, 0.61], [0.11, -6.31, -4.49], [-4.12, 2.59, 0.33], [-0.90, 0.62, -0.29], [-0.89, 0.02, -0.97], [3.95, 5.46, 4.07], [0.58, -0.97, 1.76], [-1.76, -1.95, -0.01], [0.61, -0.35, -0.61], [-0.51, -0.40, -0.30], [-0.48, 0.07, -0.47], [0.36, 0.02, -0.45], [0.58, 0.17, 0.50], [0.96, -1.23, 0.18], [-1.30, -0.35, -0.69], [0.17, -0.03, 0.20], [1.24, 0.02, 0.22], [-0.13, 0.14, 0.27], [0.80, -0.50, 0.35], [0.46, 0.41, -0.20]], "lowdin_charge": [-0.090, -0.049, -0.091, 0.023, 0.015, -0.260, -0.097, 0.181, 0.162, 0.077, 0.055, 0.105, 0.121, 0.106, 0.165, 0.115, 0.121, 0.097, 0.108, 0.135], "s_squared": 2.0078, "orbital_gap_ev": [6.77, 6.99], "total_charge": 1, "de_lowest_ev": 0.750, "spin_multiplicity": 3}

Number 1: E -13585.435 eV. Number 2: E -8364.024 eV.